[1]
Here is a 6-piece molecular cluster, C36H27BF9N9O13 overall from OMol25. Energies are from ωB97M-V/def2-TZVPD.

Summary:
**SMILES**: OB(O)Oc1nnc(C(F)(F)C(F)(F)C(F)(F)C(F)(F)F)nn1.O=[N+]([O-])c1ccccc1.O=[N+]([O-])c1ccccc1.O=[N+]([O-])c1ccccc1.O=[N+]([O-])c1ccccc1.O=[N+]([O-])c1ccccc1
**Net charge**: 0
**Electronic energy**: -102917.9112 eV
**F_max**: 0.0640 Eh/bohr

Last column: Mulliken charge in e.
Positions of all 95 atoms, in Å:
F -4.1320 4.1615 3.9170  -0.16
F -7.4091 5.5784 2.8826  -0.25
F -5.5389 5.5009 5.0510  -0.21
F -6.0501 6.0903 0.5287  -0.34
F -4.1588 5.1078 1.2289  -0.14
F -6.1569 3.4222 4.4981  -0.26
F -4.9369 8.2797 1.2088  -0.30
F -5.6334 7.7790 3.2839  -0.27
F -6.4207 3.7785 1.9829  -0.27
O -0.2321 4.3980 3.5176  -0.48
O -0.8156 -0.3193 -6.8381  -0.61
O 4.2654 -9.1308 -1.5880  -0.60
O 3.6428 -4.3799 1.1092  -0.58
O 1.7734 5.1505 2.2978  -0.42
O 2.2594 2.5834 0.2208  -0.67
O -0.8516 -0.9701 -4.7797  -0.61
O -2.2221 1.5006 1.0958  -0.61
O 0.4224 6.7977 3.6874  -0.51
O -2.1678 -0.4790 0.2353  -0.62
O 2.2613 0.7515 -0.9187  -0.56
O 4.7825 -5.5947 2.4835  -0.61
O 3.0381 -9.7448 -3.2544  -0.60
N -2.5013 0.6938 0.2221  1.13
N 2.4425 1.3819 0.1099  1.09
N 3.5051 -8.8963 -2.5129  1.02
N -0.3440 -0.3703 -5.7143  1.04
N -3.0968 6.9345 4.0085  0.13
N -2.3996 7.4366 1.6560  -0.11
N -1.8433 6.8105 4.3589  -0.53
N -1.1440 7.3129 2.0003  -0.39
N 3.7313 -5.2164 1.9969  1.13
C 0.1420 -6.8652 3.5144  -0.39
C 2.9133 0.6483 1.2851  0.02
C 2.4575 -4.8577 -3.2301  -0.49
C 3.1312 -7.5007 -2.7517  -0.01
C 1.5072 0.2658 -4.2107  -0.23
C 3.1659 -0.7167 1.1825  -0.47
C -4.3746 2.9632 -2.0853  -0.42
C 2.2490 -7.1932 -3.7839  -0.31
C 3.8449 -0.7377 3.4930  -0.53
C -3.2848 1.1686 -0.9203  -0.12
C -6.1514 4.9862 2.6726  0.61
C 3.6351 -1.4079 2.2917  -0.19
C 2.7271 1.6909 -6.2745  -0.39
C 1.3650 -7.2578 4.0495  -0.47
C 0.9182 0.3310 -5.4706  0.02
C -4.3668 0.7380 -3.0201  -0.51
C 2.7168 0.9130 -3.9898  -0.39
C 1.2715 -5.4058 1.9662  -0.10
C 1.5185 1.0442 -6.5049  -0.49
C -5.4556 4.5588 4.0397  0.52
C 2.5469 -6.7263 3.5479  -0.39
C 3.3326 -5.1734 -2.1955  -0.43
C 1.9130 -5.8652 -4.0204  -0.48
C -4.8392 7.3068 2.2343  0.96
C 3.3265 1.6214 -5.0203  -0.55
C 3.1134 1.3252 2.4858  -0.44
C -3.6520 2.5095 -0.9886  -0.25
C 0.0947 -5.9446 2.4723  -0.58
C 3.5807 0.6252 3.5918  -0.55
C 2.4912 -5.7977 2.5117  -0.05
C -0.9500 6.9868 3.3246  0.62
C -5.2611 5.8679 1.6879  0.46
C -3.2887 7.2182 2.6773  0.09
C -4.7284 2.0793 -3.1000  -0.42
C 3.6719 -6.4987 -1.9503  -0.34
C -3.6416 0.2767 -1.9277  -0.38
B 0.6942 5.4600 3.1600  0.56
H -4.6474 0.0529 -3.8121  0.41
H 2.1990 -3.8211 -3.4221  0.51
H 3.7529 -4.3847 -1.5815  0.38
H 3.1860 0.8629 -3.0152  0.43
H -5.2879 2.4378 -3.9580  0.39
H -3.3824 3.2072 -0.2052  0.51
H -0.8608 -5.6444 2.0571  0.39
H 2.9143 2.3869 2.5742  0.45
H 1.5388 4.3428 1.7681  0.36
H 4.3548 -6.7319 -1.1415  0.50
H 3.8407 -2.4701 2.2192  0.41
H 1.2219 -4.6872 1.1563  0.46
H 3.2049 2.2468 -7.0735  0.38
H 1.0424 -0.2827 -3.3997  0.56
H 1.3961 -7.9766 4.8606  0.37
H 3.0067 -1.2502 0.2527  0.63
H 3.7430 1.1423 4.5309  0.40
H -0.9213 4.3036 2.8222  0.31
H 4.2169 -1.2800 4.3563  0.40
H 3.4933 -7.0396 3.9726  0.46
H -4.6600 4.0074 -2.1514  0.42
H -0.7793 -7.2782 3.9124  0.38
H 1.2291 -5.6141 -4.8235  0.39
H 4.2739 2.1212 -4.8456  0.38
H 1.8211 -7.9691 -4.4079  0.44
H 1.0628 1.1028 -7.4864  0.45
H -3.3627 -0.7693 -1.8781  0.47

Cartesian forces, eV/Å:
F -2.4 1.1 -0.3
F 2.9 -0.9 -0.1
F 0.1 -1.6 -2.4
F 1.3 -0.6 2.3
F -1.9 1.6 1.3
F 1.3 2.3 -0.9
F 0.1 -2.2 1.8
F 1.2 -1.4 -1.8
F 0.8 2.3 1.2
O 0.5 1.8 -1.4
O 0.1 0.0 0.4
O -0.3 0.1 -0.3
O 0.0 -0.3 0.1
O -2.1 0.3 0.9
O -0.1 -0.2 -0.1
O 0.2 0.2 -0.3
O -0.1 -0.2 -0.3
O -2.2 -1.7 -1.9
O -0.1 0.4 0.0
O 0.0 0.3 0.4
O -0.4 0.2 -0.2
O 0.1 0.3 0.2
N 0.2 -0.2 0.3
N -0.1 0.0 -0.1
N 0.1 -0.5 0.1
N -0.4 -0.2 -0.1
N 0.3 0.6 -2.7
N -1.4 -0.6 2.3
N 1.2 0.5 -2.0
N -0.1 -0.6 2.5
N 0.4 -0.1 0.0
C 0.0 0.0 0.0
C 0.3 -0.4 0.6
C 0.0 0.0 0.0
C -0.2 0.8 -0.1
C 0.0 -0.1 0.1
C 0.0 -0.1 -0.1
C 0.0 -0.2 0.0
C -0.1 0.0 -0.1
C 0.0 0.1 -0.1
C -0.4 0.3 -0.6
C -1.3 -1.2 -1.0
C 0.0 0.2 0.2
C -0.1 -0.1 0.2
C -0.1 0.2 -0.2
C 0.7 0.4 0.2
C 0.0 0.2 0.1
C 0.1 0.0 -0.3
C 0.0 0.1 -0.1
C 0.0 0.0 -0.1
C -0.3 -1.7 2.6
C 0.1 -0.1 0.1
C -0.1 -0.1 -0.2
C 0.2 0.0 0.2
C 1.6 1.8 -0.1
C -0.1 0.0 0.0
C 0.0 0.1 0.0
C 0.0 0.1 0.1
C 0.2 -0.1 0.1
C 0.0 -0.2 -0.2
C -0.7 -0.3 0.3
C 2.1 0.1 1.0
C -1.3 0.0 -2.4
C -1.8 0.5 -0.2
C 0.0 0.0 0.0
C 0.1 0.0 0.1
C 0.0 -0.1 0.0
B 0.3 -1.2 -0.5
H 0.1 0.0 0.1
H 0.0 -0.1 0.0
H 0.0 -0.1 0.0
H -0.1 0.0 -0.1
H 0.1 0.0 0.1
H 0.1 -0.2 0.0
H 0.1 0.0 0.0
H 0.0 -0.1 -0.2
H 0.6 0.8 0.8
H -0.1 -0.2 -0.1
H 0.0 0.2 -0.1
H 0.2 -0.1 0.1
H -0.1 -0.1 0.0
H -0.1 0.0 -0.2
H 0.0 0.1 -0.1
H 0.0 0.2 0.0
H 0.0 0.0 -0.1
H 0.6 -0.3 0.7
H 0.0 0.1 -0.1
H 0.0 0.2 -0.2
H 0.0 -0.1 0.1
H 0.1 0.0 0.0
H 0.1 -0.1 0.1
H -0.1 0.0 0.0
H 0.2 0.0 0.2
H -0.1 -0.1 0.2
H 0.1 0.2 0.1

[2]
Here is C36H27BrN7O5RbSe as an isolated structure from OMol25. Energies are from ωB97M-V/def2-TZVPD.

Summary:
**Net charge**: -2
**Energy relative to the best compared isomer or geometry (same formula, charge and spin)**: 10.6 kcal per mole
**F_max**: 0.0187 Eh/bohr

Last column: Mulliken charge in e.
Positions of all 78 atoms, in Å:
Rb 2.0336 0.6255 0.1438  0.60
Br -10.1392 -6.8546 0.4013  -0.25
Se 2.2630 -3.6669 0.7846  0.30
O 2.2109 -0.0212 -2.5697  -0.69
O -0.2667 0.2357 1.8613  -0.25
O -0.5862 4.6110 -6.5562  -0.75
O 3.4795 1.7144 -1.9042  -0.71
O 0.5926 2.7642 -7.0967  -0.73
N 0.7731 2.8436 -2.0744  0.04
N 3.7422 -4.1252 -0.0710  -0.83
N -4.6334 -2.9915 1.1184  0.02
N -5.0294 -3.5278 0.0331  -0.46
N -0.6175 -0.7178 -0.6485  0.29
N 2.8783 -2.1267 1.3641  -0.48
N 4.8481 -0.8785 1.1290  -0.10
C -3.5184 -2.2294 1.1327  -0.39
C -1.2319 -0.5132 1.6568  0.19
C -0.1568 3.7087 -2.4969  -0.39
C -8.5437 -5.8127 0.3193  0.19
C -3.2174 -1.7047 2.4140  0.15
C 1.2866 3.1247 3.0428  0.92
C 0.2873 3.2793 -4.8097  0.17
C 5.8890 -3.0223 -0.4690  -0.57
C -6.8931 -4.4651 1.4150  -0.19
C 3.6604 2.8116 2.6537  0.97
C -8.0507 -5.2247 1.4726  -0.69
C -1.5065 -1.0682 0.2960  -0.50
C -0.4180 3.9716 -3.8282  -0.68
C 6.0220 -0.8497 0.5925  -0.10
C 2.4845 1.2049 -2.4823  -0.46
C -6.2119 -4.2811 0.2053  -0.16
C 2.2958 5.0651 -0.0790  -1.52
C 1.4458 2.1735 -3.0181  1.13
C -2.6233 -1.8906 0.0394  1.08
C 3.5761 3.6414 1.5452  -0.53
C -2.7820 -2.3236 -1.2930  -0.39
C -2.1523 -0.9013 2.6891  -1.32
C 4.5741 -3.1159 0.0910  0.71
C -1.8694 -1.9445 -2.2477  -0.91
C 6.5907 -1.9011 -0.2160  -0.54
C 1.2357 3.9536 1.9223  -0.60
C -7.8944 -5.6501 -0.8915  -0.57
C 0.0400 3.5570 -6.3064  0.39
C 2.3663 4.2207 1.1621  0.76
C 2.5060 2.5607 3.3954  -0.55
C -6.7365 -4.8882 -0.9379  -0.02
C 1.2159 2.3439 -4.3808  -0.51
C 0.0365 2.8064 3.8169  -1.42
C 4.1021 -2.0072 0.8861  0.41
C 4.9659 2.1594 3.0360  -1.48
C -0.7841 -1.1401 -1.8877  -0.50
H -6.2115 -4.7438 -1.8744  0.40
H -0.6746 3.6332 3.7738  0.40
H -3.9097 -1.9831 3.2015  0.42
H -3.6274 -2.9466 -1.5391  0.63
H 1.3767 5.6509 -0.1089  0.37
H -1.9837 -2.2613 -3.2768  0.41
H 5.2237 2.3709 4.0765  0.40
H 2.5574 1.9015 4.2574  0.33
H 2.3077 4.4207 -0.9603  0.15
H 1.7562 1.7621 -5.1157  0.54
H 4.4611 3.8284 0.9455  0.23
H -1.1487 4.7086 -4.1338  0.43
H -8.2882 -6.1105 -1.7878  0.37
H -0.7084 4.2247 -1.7144  0.42
H 0.2850 4.3843 1.6249  0.28
H 5.7790 2.5196 2.4035  0.34
H -1.9692 -0.5196 3.6861  0.41
H -8.5709 -5.3596 2.4120  0.36
H 6.6009 0.0540 0.7618  0.38
H -0.0283 -0.8264 -2.6029  0.50
H -0.4372 1.9204 3.3879  0.02
H 3.1474 5.7459 -0.1400  0.45
H 6.2731 -3.8224 -1.0873  0.42
H 4.9045 1.0756 2.9177  0.21
H -6.4968 -3.9981 2.3053  0.35
H 0.2635 2.5983 4.8644  0.39
H 7.5793 -1.7608 -0.6319  0.35

Cartesian forces, eV/Å:
Rb -0.5 0.1 0.8
Br 0.0 0.0 0.0
Se -0.3 -0.1 0.0
O 0.1 0.3 0.0
O 0.0 -0.1 0.1
O -0.3 -0.2 0.1
O -0.2 -0.1 -0.2
O -0.3 -0.1 0.0
N 0.0 -0.1 -0.1
N 0.1 0.0 0.0
N 0.1 0.1 0.1
N -0.4 -0.3 -0.1
N 0.1 -0.1 0.1
N 0.1 0.1 0.0
N -0.2 -0.1 0.1
C 0.1 0.1 0.1
C 0.0 0.0 -0.1
C 0.1 -0.1 0.0
C 0.0 0.0 0.0
C 0.0 0.0 -0.1
C 0.0 0.0 0.0
C -0.2 -0.1 0.2
C -0.2 -0.2 0.0
C 0.0 0.0 0.1
C 0.0 -0.1 0.0
C 0.1 0.0 0.0
C 0.1 0.1 0.1
C 0.0 0.0 0.0
C 0.1 0.0 -0.2
C 0.4 0.0 -0.5
C 0.1 0.1 0.0
C 0.0 0.0 0.0
C -0.1 0.1 0.0
C -0.1 0.0 0.0
C 0.0 0.0 0.0
C 0.0 0.0 -0.1
C 0.0 0.0 -0.1
C 0.2 0.1 -0.1
C 0.0 0.0 0.0
C 0.1 0.3 0.1
C 0.0 0.0 0.0
C 0.1 0.0 0.0
C 0.7 0.4 -0.2
C 0.0 0.0 -0.1
C 0.0 0.0 0.0
C 0.0 0.0 -0.1
C 0.0 0.0 0.0
C 0.0 0.0 0.0
C 0.0 0.0 0.0
C 0.0 0.0 0.0
C 0.0 0.0 0.1
H 0.0 0.0 0.0
H 0.0 0.0 0.0
H 0.0 0.0 0.0
H 0.1 0.1 0.0
H 0.0 0.0 0.0
H 0.0 0.0 0.0
H 0.0 0.0 0.0
H 0.0 0.0 0.0
H 0.0 0.0 0.0
H 0.0 0.0 0.0
H 0.0 0.0 0.0
H 0.0 0.0 0.0
H 0.0 0.0 0.0
H 0.0 0.0 0.0
H 0.0 0.0 0.0
H 0.0 0.0 0.0
H 0.0 0.0 0.0
H 0.0 0.0 0.0
H 0.0 0.0 0.0
H 0.0 0.0 0.0
H 0.0 0.0 0.0
H 0.0 0.0 0.0
H 0.0 0.0 0.0
H 0.0 0.0 0.0
H 0.0 0.0 0.0
H 0.0 0.0 0.0
H 0.0 0.0 0.0

[3]
Here is C36H27Cl2N3O8S3Y as an isolated structure from OMol25. Energies are from ωB97M-V/def2-TZVPD.

Summary:
**Net charge**: -1
**Energy relative to the best compared isomer or geometry (same formula, charge and spin)**: 15.1 kcal per mole
**F_max**: 0.0093 Eh/bohr

Last column: Mulliken charge in e.
Positions of all 80 atoms, in Å:
Y 0.4860 -0.5151 -0.0076  0.66
Cl 4.6053 -0.0493 2.1027  -0.19
Cl 1.7553 0.1857 2.7962  -0.02
S -2.5428 2.4553 1.5008  0.08
S 1.0837 4.7202 -1.3530  -0.07
S 0.9927 3.8343 3.0272  -0.10
O -1.4010 -0.4442 -1.2946  -0.65
O 2.4039 0.4561 -0.8216  -0.46
O 1.2309 -2.3857 1.0339  -0.07
O 3.5327 1.2100 -2.6175  -0.79
O -0.1115 1.4747 0.5777  -0.10
O -0.5732 -3.1994 -1.1385  -0.24
O 3.0800 -3.9962 2.2642  -0.52
O -0.2063 -4.7144 -2.7381  -0.53
N -2.6325 -0.8797 0.6243  -0.99
N -1.4318 -1.3820 1.1075  1.22
N 1.4133 -1.5794 -2.2170  0.57
C -4.8906 0.3016 -0.5219  -0.04
C -5.9877 0.9147 -1.1057  -0.79
C -2.4776 -0.4218 -0.5919  0.08
C 2.6803 3.8833 3.3063  -0.54
C -1.5999 4.7995 1.1480  -0.41
C 1.5548 -3.0984 -4.0595  -0.89
C -5.8962 1.4354 -2.3905  -0.32
C 2.5018 -2.2863 -4.6718  -0.41
C 0.0087 -3.5225 -2.1329  -0.04
C 1.2111 3.2849 1.4124  -0.77
C -3.5455 3.7888 1.8717  -0.57
C 3.1780 -4.5624 0.9622  -0.42
C 1.7912 -3.8881 2.7524  0.13
C 2.3421 -0.8219 -2.7934  0.37
C -0.7131 -3.6249 3.8760  -1.00
C 0.0575 3.3258 -3.2185  -1.04
C 2.8976 -1.1315 -4.0321  -0.80
C 0.0334 2.8417 0.5417  3.26
C -0.2315 2.6416 -2.0061  -0.11
C 3.3815 3.5001 2.2024  -0.83
C 0.2199 -4.4284 4.4959  -0.74
C 0.2603 3.2813 -0.9073  -0.61
C -4.7016 1.3351 -3.0878  -0.95
C -2.9220 4.9786 1.6330  -0.80
C 1.4795 -4.5575 3.9147  -0.50
C 2.8158 0.4200 -2.0226  0.04
C 0.8658 -3.0236 2.1059  0.98
C 0.7543 4.4763 -3.0154  -0.60
C -3.6042 0.7191 -2.5044  -0.13
C -3.6880 0.1995 -1.2180  0.57
C -1.2607 3.4814 1.0306  -0.74
C -1.5223 -2.1656 2.1113  -1.11
C 3.2550 -0.7337 3.0194  0.81
C 1.0337 -2.6981 -2.8419  0.57
C -0.4238 -2.9186 2.7005  0.65
C 2.5361 3.1501 1.1169  -0.47
H 2.6066 -3.9793 0.2405  -0.08
H -0.7925 1.7201 -1.9272  0.37
H -0.8823 -5.1621 -2.2071  0.36
H -6.9157 0.9951 -0.5525  0.39
H 4.4612 3.4595 2.1657  0.42
H 3.5096 -0.7090 4.0717  0.44
H -4.6194 1.7468 -4.0864  0.38
H 2.8243 -5.5989 0.9716  0.28
H 3.0720 4.2115 4.2560  0.44
H -0.2321 2.9693 -4.1975  0.42
H 3.6262 -0.4425 -4.4356  0.55
H 1.1251 5.1640 -3.7584  0.45
H -0.9265 5.6052 0.8907  0.50
H 3.0961 -1.7377 2.6590  -0.74
H 2.8784 2.7654 0.1646  0.45
H -6.7522 1.9225 -2.8417  0.39
H 2.9216 -2.5631 -5.6303  0.43
H 1.2217 -4.0205 -4.5101  0.54
H -0.0191 -4.9561 5.4096  0.38
H 4.2347 -4.5446 0.7002  0.28
H -3.3860 5.9413 1.7987  0.39
H -2.6622 0.6394 -3.0306  0.42
H -4.5482 3.6369 2.2393  0.46
H 2.2454 -5.1793 4.3636  0.46
H -2.5140 -2.3325 2.5362  0.21
H -1.7055 -3.5226 4.3013  0.37
H -4.9454 -0.0955 0.4822  0.43

Cartesian forces, eV/Å:
Y 0.2 0.2 -0.3
Cl 0.0 0.1 0.0
Cl 0.1 0.1 0.0
S 0.0 0.0 0.1
S 0.0 0.1 0.0
S 0.0 0.0 0.0
O 0.2 0.0 0.2
O -0.1 0.0 0.0
O -0.2 0.4 0.0
O 0.1 0.0 0.0
O 0.1 -0.4 0.2
O 0.1 0.1 0.0
O 0.0 0.0 0.0
O 0.0 0.0 -0.1
N 0.0 0.0 -0.1
N -0.1 -0.2 0.2
N 0.0 0.0 0.0
C -0.1 0.0 0.0
C 0.0 0.0 0.0
C -0.2 0.1 -0.1
C 0.0 0.0 0.0
C 0.0 -0.1 0.0
C 0.0 0.0 0.0
C 0.0 0.0 0.0
C 0.0 0.0 0.0
C -0.2 -0.1 0.1
C 0.0 0.0 -0.1
C 0.0 0.0 0.0
C 0.0 0.0 0.0
C 0.0 0.0 0.0
C 0.0 0.1 0.0
C 0.0 0.0 0.0
C 0.0 0.0 0.0
C 0.0 0.0 0.0
C 0.1 -0.1 -0.1
C 0.0 0.0 0.1
C 0.0 0.0 0.1
C 0.0 0.0 0.0
C -0.1 0.0 0.0
C 0.0 0.0 0.0
C 0.0 0.0 0.0
C 0.1 0.0 0.0
C 0.0 -0.1 0.0
C -0.1 0.0 0.0
C 0.0 0.0 0.0
C 0.1 0.0 0.0
C 0.0 0.0 0.1
C 0.1 0.2 0.0
C 0.0 0.0 0.0
C 0.0 0.0 0.0
C 0.0 0.0 -0.1
C 0.1 -0.1 0.0
C -0.1 0.0 -0.1
H 0.0 0.0 0.0
H 0.0 0.0 0.0
H 0.0 0.1 0.0
H 0.0 0.0 0.0
H 0.0 0.0 0.0
H 0.0 0.0 0.0
H 0.0 0.0 0.0
H 0.0 0.0 0.0
H 0.0 0.0 0.0
H 0.0 0.0 0.0
H 0.0 0.0 0.0
H 0.0 0.0 0.0
H 0.0 0.0 0.0
H 0.0 -0.1 -0.1
H 0.0 0.0 0.1
H 0.0 0.0 0.0
H 0.0 0.0 0.0
H 0.0 0.0 0.0
H 0.0 0.0 0.0
H 0.0 0.0 0.0
H 0.0 0.0 0.0
H 0.0 0.0 0.0
H 0.0 0.0 0.0
H 0.0 0.0 0.0
H 0.0 0.0 0.0
H 0.0 0.0 0.0
H 0.0 0.0 0.0

Which of these has the lowest net charge? C36H27BrN7O5RbSe